Entry 1:
This record from OMol25 describes a cluster of 2 separate species, C2H10N2 in total in a non-equilibrium geometry. The level of theory is the ωB97M-V functional and the def2-TZVPD basis.

Each line ends with the natural charge from an NBO analysis.
Cartesian coordinates (Å):
C 10.939412 1.187960 -3.746760  -0.4182
N 10.074589 0.066120 -3.152074  -0.8586
H 10.541300 2.208494 -3.617798  0.2002
H 10.929965 0.939836 -4.821441  0.1736
H 11.983204 1.169918 -3.390687  0.1966
H 9.116766 0.164159 -3.506531  0.3499
H 10.366546 -0.890231 -3.381958  0.3565
C 11.728407 -7.445958 -2.978288  -0.4061
N 12.921204 -6.801046 -2.560459  -0.8053
H 11.586767 -8.441728 -2.525521  0.1855
H 11.760101 -7.559415 -4.074975  0.1565
H 10.863962 -6.813530 -2.714860  0.1864
H 12.802610 -5.942036 -3.108832  0.3411
H 13.674768 -7.327646 -3.015982  0.3418

Forces on atoms 1 to 6 (eV/Å):
C -0.6279 -1.9419 -0.8490
N 0.0054 1.2060 0.3009
H -0.1688 -0.7356 0.3029
H 0.5315 0.7907 0.0870
H -0.6106 -0.1963 0.0942
H 0.6086 0.0012 0.1953

## Properties
SMILES: CN.CN
frontier orbital gap: 10.07 eV
ΔE to the lowest compared entry with this formula, charge and spin: 1.104 eV
HOMO: -9.09 eV



Entry 2:
This record from OMol25 describes a cluster of 2 separate species, C2H10N2 in total in a non-equilibrium geometry. The level of theory is the ωB97M-V functional and the def2-TZVPD basis.

Each line ends with the natural charge from an NBO analysis.
Cartesian coordinates (Å):
C -0.783984 -3.893959 -0.538018  -0.4074
N -0.927205 -5.312478 -0.642538  -0.8446
H -0.332035 -3.593569 0.422252  0.1804
H -1.708714 -3.311979 -0.688948  0.1794
H -0.078585 -3.650539 -1.350268  0.1813
H -0.357055 -5.759378 -1.369087  0.3580
H -0.636095 -5.733508 0.246662  0.3528
C 0.581475 3.880638 0.484342  -0.4148
N 0.967365 5.222467 0.978782  -0.8486
H -0.227655 3.358698 1.022382  0.1991
H 1.498635 3.271608 0.551582  0.1910
H 0.296515 3.971438 -0.577338  0.1681
H 1.528975 5.707237 0.270062  0.3522
H 0.178365 5.843327 1.190131  0.3530

Forces on atoms 1 to 6 (eV/Å):
C 1.0702 1.0276 -0.8366
N -0.0830 -2.0170 0.9448
H -0.1724 0.0210 -0.3855
H 0.1844 -0.4003 0.0679
H -0.2481 0.8364 0.4219
H -0.3696 0.5972 0.4699

## Properties
SMILES: CN.CN
frontier orbital gap: 10.27 eV
ΔE to the lowest compared entry with this formula, charge and spin: 0.891 eV
HOMO: -9.13 eV



Entry 3:
This record from OMol25 describes a cluster of 3 separate species, C2H10N2O2 in total in a non-equilibrium geometry. The level of theory is the ωB97M-V functional and the def2-TZVPD basis.

Each line ends with the natural charge from an NBO analysis.
Cartesian coordinates (Å):
C -1.327233 -1.647141 -0.245204  -0.4363
N -0.073163 -1.983025 -0.824053  -0.4986
C 0.271996 -2.013799 -2.030932  0.2953
N -0.243519 -1.867757 -3.312595  -0.8377
H -1.152947 -0.712688 0.325283  0.1936
H -1.686328 -2.395064 0.438046  0.2056
H -2.165347 -1.327819 -0.902348  0.1578
H 1.360810 -2.192059 -2.141428  0.1421
H 0.335610 -2.292547 -4.010162  0.3925
H -1.241796 -1.851445 -3.480336  0.3852
O -0.019659 2.147934 3.091350  -0.9375
H -0.849508 2.078441 2.626668  0.4649
H 0.447072 1.367027 2.818440  0.4730
O 2.468530 4.112450 2.366860  -0.9300
H 1.611604 4.321185 1.992014  0.4654
H 2.263874 4.256304 3.288393  0.4644

Forces on atoms 1 to 6 (eV/Å):
C -0.8249 1.8826 -0.4404
N -0.1251 -0.0477 0.0659
C 2.0307 -0.5027 -0.5601
N -1.0230 0.3624 0.9904
H -0.0595 -0.5220 0.1577
H -0.0219 -0.4223 0.2573

## Properties
SMILES: C/N=C\N.O.O
frontier orbital gap: 9.66 eV
ΔE to the lowest compared entry with this formula, charge and spin: 1.150 eV
HOMO: -9.04 eV



Entry 4:
This record from OMol25 describes a cluster of 3 separate species, C2H10N2O2 in total in a non-equilibrium geometry. The level of theory is the ωB97M-V functional and the def2-TZVPD basis.

Each line ends with the natural charge from an NBO analysis.
Cartesian coordinates (Å):
N 1.013246 0.978035 1.030135  -0.8347
C -0.247949 1.113016 0.229829  -0.0849
C -0.667908 0.136804 -0.551834  -0.0923
N -1.856033 0.294602 -1.268016  -0.8529
H 0.799830 0.152930 1.581560  0.3470
H 1.018368 1.756635 1.670706  0.3549
H -0.567603 2.149938 0.478006  0.1968
H -0.241253 -0.878558 -0.529342  0.2079
H -2.451228 -0.458858 -1.559070  0.3816
H -1.854947 0.999082 -1.993030  0.3730
O -0.613482 -2.359961 1.976408  -0.9421
H -1.040713 -1.613250 2.392180  0.4739
H 0.339430 -2.234658 1.975004  0.4715
O 2.295922 -0.219327 -1.986126  -0.9811
H 1.437812 0.094536 -2.303629  0.4866
H 2.636515 0.089039 -1.142778  0.4949

Forces on atoms 1 to 6 (eV/Å):
N -1.5713 -0.7701 -0.9115
C 2.8251 1.4971 1.9283
C -1.1295 -0.6520 0.2595
N -0.8530 0.8460 -1.1232
H 0.6830 -0.0422 0.2970
H 0.2062 0.0243 0.1992

## Properties
SMILES: N/C=C/N.O.O
frontier orbital gap: 8.80 eV
ΔE to the lowest compared entry with this formula, charge and spin: 1.668 eV
HOMO: -8.07 eV



Entry 5:
This record from OMol25 describes a cluster of 3 separate species, C2H10N2O2 in total in a non-equilibrium geometry. The level of theory is the ωB97M-V functional and the def2-TZVPD basis.

Each line ends with the natural charge from an NBO analysis.
Cartesian coordinates (Å):
C 0.102426 0.599183 1.500688  -0.4508
N -0.720949 0.735675 0.358031  -0.5308
C -0.590751 1.558369 -0.580002  0.3047
N 0.027774 2.793482 -0.503182  -0.8526
H 0.767974 -0.246255 1.371542  0.2252
H -0.373825 0.473610 2.477913  0.2000
H 0.745465 1.455883 1.764788  0.1555
H -1.150188 1.413935 -1.502363  0.1623
H 0.203099 3.279343 -1.362401  0.3917
H 0.089953 3.274839 0.370126  0.3962
O 1.083039 -2.378127 -1.863926  -0.9440
H 1.220847 -3.281031 -1.555625  0.4644
H 0.871919 -1.943825 -1.027516  0.4789
O -0.257760 -2.360174 0.972446  -0.9699
H -0.994922 -1.767901 0.739476  0.4934
H -0.529383 -2.851636 1.758348  0.4759

Forces on atoms 1 to 6 (eV/Å):
C 1.2941 1.4694 1.4019
N -0.6921 -1.8958 -0.4880
C -0.4127 1.4094 0.6995
N 0.1967 -0.6294 -0.5937
H -0.0070 -0.1971 -0.0409
H -0.8031 -0.4309 -0.4624

## Properties
SMILES: C/N=C\N.O.O
frontier orbital gap: 9.73 eV
ΔE to the lowest compared entry with this formula, charge and spin: 0.899 eV
HOMO: -8.95 eV



Entry 6:
This record from OMol25 describes a cluster of 2 separate species, C2H10N2S2 in total in a non-equilibrium geometry. The level of theory is the ωB97M-V functional and the def2-TZVPD basis.

Each line ends with the natural charge from an NBO analysis.
Cartesian coordinates (Å):
C -2.123889 -1.697785 -0.480823  -0.7749
S -2.459743 -2.078831 1.245590  0.1061
S -2.722027 -0.261126 2.106149  -0.1322
H -2.554838 -0.757870 -0.865824  0.2426
H -2.481645 -2.433864 -1.154187  0.2288
H -1.053700 -1.814814 -0.686615  0.2081
H -1.599069 0.027203 2.776840  0.1215
N 2.853712 1.102112 -0.362372  -0.8849
C 1.483101 1.037442 0.217180  -0.0565
N 0.436432 1.162572 -0.756327  -0.8528
H 3.586021 1.154187 0.325289  0.3623
H 3.016841 0.417873 -1.076678  0.3534
H 1.443004 -0.021571 0.704578  0.1695
H 1.416468 1.997282 0.746821  0.1894
H 0.683161 1.808633 -1.504322  0.3622
H 0.076174 0.358557 -1.235300  0.3574

Forces on atoms 1 to 6 (eV/Å):
C 1.0335 0.6159 -0.5747
S -0.1215 -0.2303 -0.0419
S -0.7285 0.5038 0.0884
H 0.4322 -0.1885 0.6436
H -1.1062 -1.1731 -0.1543
H 0.0589 0.8246 0.2597

## Properties
SMILES: CSS.NCN
frontier orbital gap: 9.64 eV
ΔE to the lowest compared entry with this formula, charge and spin: 0.981 eV
HOMO: -8.98 eV



Entry 7:
This record from OMol25 describes a cluster of 2 separate species, C2H10N3O in total in a non-equilibrium geometry. The level of theory is the ωB97M-V functional and the def2-TZVPD basis.

Each line ends with the natural charge from an NBO analysis.
Cartesian coordinates (Å):
C -2.507308 -0.922353 -0.598786  -0.4086
N -1.743374 0.253703 -0.240858  -0.6648
C -0.393325 0.184822 0.091393  0.3822
N 0.156805 1.039667 1.043776  -0.8696
N 0.468433 -0.650647 -0.632018  -0.8637
H -2.035892 -1.807229 -0.147341  0.1975
H -2.588233 -1.053994 -1.673958  0.1747
H -3.514677 -0.818741 -0.207013  0.1906
H -2.257696 1.051650 0.078302  0.3734
H 0.882718 0.668142 1.638195  0.3762
H -0.351404 1.818612 1.411809  0.3751
H 1.407732 -0.307779 -0.809296  0.3801
H 0.101390 -0.877106 -1.558426  0.3557
H 4.049533 0.301401 -0.302075  0.4716
H 3.717539 -0.381833 0.997546  0.4714
O 3.296032 0.099906 0.275407  -0.9418

Forces on atoms 1 to 6 (eV/Å):
C 0.2269 -0.0044 0.4888
N 0.4827 0.1910 -0.3965
C -0.4508 -0.0909 0.7171
N 0.5313 -0.0861 -0.3801
N -0.0155 -0.3473 -1.0659
H -0.2040 0.1050 -0.1686

## Properties
multiplicity: 2
frontier orbital gap (spin up / spin down): 4.62 / 9.15 eV
ΔE to the lowest compared entry with this formula, charge and spin: 0.030 eV
HOMO (spin up / spin down): -3.86 / -8.45 eV



Entry 8:
This record from OMol25 describes the ion C2H10N3O with charge +1 in a non-equilibrium geometry. The level of theory is the ωB97M-V functional and the def2-TZVPD basis.

Each line ends with the natural charge from an NBO analysis.
Cartesian coordinates (Å):
N 1.584043 0.300853 -1.125274  -0.5969
O 0.274317 0.899354 -1.088815  -0.4778
C -0.937202 0.089561 -0.287950  0.2251
N -1.975233 0.998392 -0.329465  -0.7952
C -0.395702 -0.177277 1.091802  -0.2628
N 0.817856 -1.123170 0.963195  -0.6922
H 1.789666 -0.122908 -1.998161  0.3677
H 2.242999 1.102460 -0.938826  0.3833
H -1.153342 -0.809586 -0.983087  0.2209
H -1.731306 1.948960 -0.146124  0.3942
H -2.432690 1.093257 -1.164187  0.3934
H -0.177425 0.708193 1.756567  0.2645
H -1.227264 -0.753235 1.558350  0.2488
H 0.543601 -1.998542 0.577150  0.4251
H 1.254282 -1.273209 1.851868  0.4362
H 1.523400 -0.883105 0.262958  0.4657

Forces on atoms 1 to 6 (eV/Å):
N 0.3187 1.3440 2.1014
O -0.7056 -1.2414 0.3244
C 2.1857 1.1425 -2.9343
N 0.6769 -0.2753 2.1520
C -0.5398 -0.9522 0.3037
N -1.1263 0.4124 0.8065

## Properties
total charge: +1
SMILES: NO[C@H](N)C[NH3+]
frontier orbital gap: 10.16 eV
ΔE to the lowest compared entry with this formula, charge and spin: 4.126 eV
HOMO: -13.52 eV



Entry 9:
This record from OMol25 describes a cluster of 2 separate species, C2H10N3OP in total in a non-equilibrium geometry. The level of theory is the ωB97M-V functional and the def2-TZVPD basis.

Each line ends with the natural charge from an NBO analysis.
Cartesian coordinates (Å):
C 1.825014 0.984899 0.529462  -0.4271
C 1.500548 -1.333371 0.166515  -0.3184
N -3.247907 -0.322021 0.585143  -1.1521
N 1.616250 0.185498 -1.604761  -0.5978
N 1.640398 -0.149342 -0.365503  -0.0318
O -1.338201 1.238169 0.088538  -0.9980
P -2.041401 -0.069443 -0.605118  1.0059
H 0.872563 1.239410 0.994943  0.2392
H 2.550975 0.746037 1.304279  0.2098
H 2.172366 1.825315 -0.068566  0.2344
H 1.361393 -2.190565 -0.466407  0.1902
H 1.535554 -1.452440 1.230692  0.1943
H -1.195422 -1.044715 -0.029325  -0.1148
H -4.022295 0.328641 0.478252  0.3758
H -3.623798 -1.262073 0.508471  0.3779
H 1.462721 -0.627796 -2.201910  0.3115
H -1.068754 1.903798 -0.544699  0.5009

Forces on atoms 1 to 6 (eV/Å):
C 0.0600 0.7179 0.5018
C 0.0747 -0.3097 0.2096
N -0.4700 0.0822 0.1150
N -0.0422 0.8618 -1.1084
N -0.0438 -0.8367 0.2629
O 0.1559 0.2795 0.5054

## Properties
frontier orbital gap: 8.58 eV
ΔE to the lowest compared entry with this formula, charge and spin: 4.223 eV
HOMO: -7.63 eV



Entry 10:
This record from OMol25 describes a cluster of 2 separate species, C2H10N4 in total in a non-equilibrium geometry. The level of theory is the ωB97M-V functional and the def2-TZVPD basis.

Each line ends with the natural charge from an NBO analysis.
Cartesian coordinates (Å):
H 0.961329 -2.695058 -2.420498  0.3537
N 0.831171 -1.767568 -2.797359  -0.7340
C 1.233631 -0.771572 -2.137790  0.2820
N 0.857168 0.516676 -2.526034  -0.8163
H 1.989101 -0.912071 -1.355461  0.1472
H 0.846180 1.140739 -1.729670  0.3770
H -0.049261 0.328933 -2.946924  0.3881
N -1.366281 1.408559 1.098841  -0.8553
C -0.993080 0.457583 2.119487  -0.0504
N 0.224813 -0.242576 1.867612  -0.8706
H -1.005255 1.051237 0.215569  0.3517
H -2.345019 1.571979 0.898458  0.3670
H -0.801667 1.085929 3.000399  0.1445
H -1.769913 -0.199194 2.515600  0.1684
H 0.291638 -1.201591 2.157868  0.3768
H 1.095446 0.227993 2.039901  0.3703

Forces on atoms 1 to 6 (eV/Å):
H 0.8197 0.1803 0.1549
N -1.4993 0.0393 -0.4846
C 1.1396 -0.7444 -0.0830
N 0.0426 -1.1933 0.5497
H -0.3105 0.6329 0.2785
H -0.1837 0.1824 -0.2250

## Properties
SMILES: [H]/N=C/N.NCN
frontier orbital gap: 10.09 eV
ΔE to the lowest compared entry with this formula, charge and spin: 1.223 eV
HOMO: -9.19 eV



Q: The lowest ΔE to the lowest compared entry with this formula, charge and spin belongs to which entry?
A: number 7



Q: What is the ΔE to the lowest compared entry with this formula, charge and spin in the fifth record?
A: 0.899 eV



Q: What is the ΔE to the lowest compared entry with this formula, charge and spin in the third record?
A: 1.150 eV